Entry 1:
A cluster of 2 separate species, C5H12NO2 in total. Source: the OMol25 dataset; level of theory: wB97M-V/def2-TZVPD.

Output
Multiplicity: 2
ΔE to the lowest compared entry with this formula, charge and spin: 43.12 kcal/mol
E_HOMO (spin up / spin down): 3.45 / -0.29 eV
HOMO-LUMO gap (spin up / spin down): 2.58 / 6.31 eV
Net charge: -2

Positions of all 20 atoms, in Å:
C  -0.154  0.477  1.784
O  0.880  1.330  1.718
C  -0.778  0.008  0.390
C  0.279  -0.542  -0.572
C  -0.339  -1.117  -1.892
C  0.137  -0.153  -4.000
N  0.493  -1.024  -3.052
H  0.095  -0.522  2.303
H  -1.053  0.830  2.394
H  -1.220  0.921  0.002
H  -1.470  -0.799  0.623
H  0.898  -1.304  -0.127
H  0.894  0.293  -0.856
H  -1.340  -0.664  -1.989
H  -0.529  -2.194  -1.703
H  0.825  0.022  -4.831
H  -0.872  0.230  -4.161
H  1.825  1.427  4.856
H  0.571  1.332  4.095
O  0.856  1.449  5.018

Atom charges from the natural (NBO) analysis, given in e for atoms 1 to 5:
1 C 0.007
2 O -0.966
3 C -0.433
4 C -0.400
5 C -0.243


Entry 2:
The molecule C3H4F2O. Source: the OMol25 dataset; level of theory: wB97M-V/def2-TZVPD.

Output
ΔE to the lowest compared entry with this formula, charge and spin: 28.65 kcal/mol
E_HOMO: -9.63 eV
HOMO-LUMO gap: 10.59 eV

Positions of all 10 atoms, in Å:
C  -1.747  0.745  -0.397
C  -0.753  -0.103  -0.200
C  1.478  -0.312  0.473
O  0.321  0.373  0.548
F  -0.713  -1.405  -0.439
F  2.132  -0.045  -0.692
H  -2.764  0.417  -0.599
H  -1.443  1.771  -0.326
H  1.283  -1.345  0.458
H  2.207  -0.095  1.174

Atom charges from the natural (NBO) analysis, given in e for atoms 1 to 5:
1 C -0.565
2 C 0.663
3 C 0.324
4 O -0.502
5 F -0.310


Entry 3:
The molecule C20H28N4O2. Source: the OMol25 dataset; level of theory: wB97M-V/def2-TZVPD.

Output
ΔE to the lowest compared entry with this formula, charge and spin: 65.35 kcal/mol
E_HOMO: -8.30 eV
HOMO-LUMO gap: 9.15 eV

Positions of all 54 atoms, in Å:
C  -1.569  -3.055  -1.837
C  -2.720  -2.304  -1.671
C  -3.037  -1.783  -0.428
C  -2.209  -2.014  0.660
C  -1.052  -2.763  0.487
C  -0.735  -3.284  -0.755
H  0.164  -3.869  -0.879
H  -0.397  -2.932  1.330
C  -2.504  -1.386  2.002
C  -1.703  -0.138  2.037
N  -0.522  -0.040  2.578
O  -0.089  1.214  2.259
C  -1.056  1.783  1.529
N  -2.079  0.996  1.378
C  -0.817  3.130  0.935
N  -0.499  3.133  -0.475
C  0.599  2.281  -0.886
C  0.198  0.839  -1.239
C  -0.906  0.867  -2.295
C  -2.082  1.689  -1.776
C  -1.602  3.098  -1.415
H  -2.426  3.688  -1.008
H  -1.247  3.594  -2.327
H  -2.502  1.209  -0.891
H  -2.864  1.757  -2.534
H  -1.227  -0.151  -2.524
H  -0.519  1.318  -3.213
C  1.417  0.053  -1.722
N  2.458  0.006  -0.710
C  3.779  -0.235  -1.264
C  4.812  -0.129  -0.142
H  4.791  0.894  0.265
O  4.557  -1.056  0.886
C  3.264  -0.861  1.410
C  2.197  -0.981  0.324
H  2.210  -2.005  -0.092
H  1.219  -0.802  0.769
H  3.192  0.135  1.871
H  3.122  -1.626  2.175
H  5.813  -0.351  -0.516
H  3.850  -1.236  -1.728
H  3.991  0.521  -2.023
H  1.099  -0.960  -2.028
H  1.828  0.555  -2.603
H  -0.203  0.340  -0.354
H  1.357  2.268  -0.102
H  1.042  2.741  -1.778
H  -1.705  3.748  1.088
H  0.028  3.575  1.473
H  -3.562  -1.142  2.090
H  -2.191  -2.037  2.817
H  -3.931  -1.189  -0.304
H  -3.373  -2.121  -2.512
H  -1.320  -3.458  -2.808

Atom charges from the natural (NBO) analysis, given in e for atoms 1 to 5:
1 C -0.221
2 C -0.208
3 C -0.210
4 C -0.021
5 C -0.168


Entry 4:
A structure of composition C18H63FeO14. Source: the OMol25 dataset; level of theory: wB97M-V/def2-TZVPD.

Output
Multiplicity: 6
E_HOMO (spin up / spin down): -13.41 / -13.41 eV
HOMO-LUMO gap (spin up / spin down): 3.79 / 2.15 eV
Net charge: +2

Positions of all 96 atoms, in Å:
Fe  -20.328  9.205  -22.076
C  -19.747  12.897  -20.335
C  -19.330  12.520  -21.776
O  -19.330  11.125  -22.122
H  -18.979  12.749  -19.577
H  -20.688  12.522  -19.931
H  -19.951  13.964  -20.248
H  -18.292  12.843  -21.847
H  -19.925  13.028  -22.536
C  -14.233  12.213  -22.063
C  -15.149  11.760  -20.910
O  -14.577  12.023  -19.655
H  -13.269  11.709  -21.997
H  -14.106  13.289  -21.946
H  -14.539  12.057  -23.097
H  -15.258  10.677  -20.870
H  -16.154  12.166  -21.027
H  -15.235  11.758  -19.008
C  -16.464  14.483  -25.492
C  -16.829  13.161  -24.888
O  -15.865  12.184  -25.169
H  -16.232  14.456  -26.556
H  -15.535  14.870  -25.072
H  -17.339  15.132  -25.485
H  -17.773  12.809  -25.305
H  -16.887  13.253  -23.803
H  -15.888  11.433  -24.572
C  -22.305  17.608  -18.067
C  -21.134  16.641  -18.159
O  -21.300  15.612  -17.175
H  -23.263  17.142  -18.295
H  -22.121  18.379  -18.816
H  -22.324  18.139  -17.115
H  -20.271  17.216  -17.822
H  -21.010  16.207  -19.151
H  -22.019  15.052  -17.477
C  -18.329  14.549  -15.898
C  -17.884  13.133  -16.419
O  -17.000  12.424  -15.620
H  -17.421  15.149  -15.832
H  -18.819  14.588  -14.925
H  -18.989  15.044  -16.610
H  -17.257  13.255  -17.303
H  -18.749  12.484  -16.554
H  -17.032  11.527  -15.959
C  -19.502  16.999  -22.445
C  -18.606  18.242  -22.390
O  -18.890  19.038  -23.486
H  -19.221  16.317  -23.247
H  -20.581  17.146  -22.485
H  -19.309  16.348  -21.592
H  -17.533  18.070  -22.310
H  -18.882  18.813  -21.504
H  -18.579  19.919  -23.266
C  -22.840  12.486  -15.980
C  -23.568  12.948  -17.271
O  -22.535  13.403  -18.161
H  -22.435  13.344  -15.445
H  -21.926  11.902  -16.092
H  -23.589  11.949  -15.398
H  -24.319  13.737  -17.245
H  -24.097  12.040  -17.561
H  -22.524  12.667  -18.779
C  -17.836  16.524  -19.292
C  -16.638  16.012  -20.057
O  -15.488  16.765  -19.662
H  -18.711  15.873  -19.299
H  -18.139  17.511  -19.641
H  -17.599  16.621  -18.233
H  -16.887  15.998  -21.118
H  -16.434  14.992  -19.731
H  -15.689  17.698  -19.768
C  -23.051  14.318  -23.106
C  -23.193  15.329  -22.019
O  -24.146  16.324  -22.473
H  -23.934  13.701  -23.273
H  -22.229  13.648  -22.855
H  -22.728  14.752  -24.053
H  -22.249  15.776  -21.707
H  -23.672  14.994  -21.099
H  -23.891  16.618  -23.350
O  -22.211  10.311  -22.238
H  -22.560  10.951  -21.618
H  -22.850  10.295  -22.951
O  -23.320  11.472  -20.067
H  -23.212  10.858  -19.341
H  -24.247  11.711  -20.045
O  -20.019  11.525  -25.032
H  -19.924  11.892  -24.153
H  -20.408  10.662  -24.891
O  -16.916  10.204  -23.503
H  -17.644  10.663  -23.085
H  -16.820  9.396  -22.999
O  -17.835  9.826  -19.480
H  -18.362  10.454  -19.974
H  -17.693  9.101  -20.089

Atom charges from the Mulliken analysis, given in e for atoms 1 to 5:
1 Fe 1.027
2 C -1.020
3 C 0.380
4 O 0.440
5 H 0.380